# 1
Computed, not measured: an isolated molecule of C21H30ClN3O3, with the ωB97M-V functional and the def2-TZVPD basis.

Element x y z (Å)
C (4.39, -4.89, -4.09)
H (4.38, -5.36, -5.07)
O (3.32, -5.35, -3.29)
C (2.06, -5.24, -3.89)
C (1.62, -3.80, -4.24)
N (2.05, -2.83, -3.25)
C (1.65, -3.09, -1.88)
H (2.26, -2.44, -1.24)
C (0.16, -2.78, -1.61)
N (-0.11, -1.40, -1.98)
C (-0.47, -0.39, -1.16)
O (-0.51, 0.76, -1.57)
C (-0.86, -0.74, 0.28)
C (-1.08, 0.57, 1.05)
N (-2.35, 1.16, 0.74)
C (-3.47, 0.42, 0.86)
O (-4.59, 0.84, 0.64)
C (-3.18, -1.01, 1.26)
C (-2.13, -1.60, 0.31)
H (-1.91, -2.62, 0.63)
H (-2.57, -1.65, -0.69)
H (-4.11, -1.59, 1.21)
H (-2.82, -1.04, 2.29)
C (-2.43, 2.51, 0.24)
H (-1.58, 2.68, -0.42)
H (-3.35, 2.58, -0.35)
C (-2.49, 3.56, 1.36)
C (-1.26, 3.51, 2.22)
C (-0.05, 4.03, 1.75)
C (1.10, 3.94, 2.51)
C (1.05, 3.34, 3.75)
C (-0.13, 2.82, 4.24)
C (-1.28, 2.91, 3.47)
H (-2.21, 2.51, 3.85)
H (-0.16, 2.36, 5.22)
Cl (2.49, 3.23, 4.71)
H (2.03, 4.35, 2.14)
H (-0.02, 4.50, 0.78)
H (-2.58, 4.54, 0.90)
H (-3.37, 3.37, 1.97)
H (-1.01, 0.37, 2.13)
H (-0.29, 1.28, 0.79)
H (-0.02, -1.26, 0.75)
C (0.25, -1.11, -3.35)
C (1.72, -1.46, -3.60)
H (2.34, -0.81, -2.98)
H (1.97, -1.29, -4.65)
H (-0.40, -1.70, -4.02)
H (0.07, -0.05, -3.53)
H (-0.47, -3.43, -2.22)
H (-0.06, -2.96, -0.57)
H (1.87, -4.12, -1.63)
H (0.53, -3.83, -4.40)
H (2.08, -3.50, -5.18)
H (1.37, -5.69, -3.18)
H (2.02, -5.83, -4.82)
H (5.30, -5.16, -3.56)
H (4.36, -3.80, -4.20)

Properties
relative energy (zero: lowest compared OMol25 entry of this formula, charge and spin): 0.181 eV
E_HOMO: -8.421 eV
multiplicity: 1
SMILES: COCCN1CCN(C(=O)[C@@H]2CCC(=O)N(CCc3ccc(Cl)cc3)C2)CC1
total charge: 0
HOMO-LUMO gap: 8.9 eV

For reference, the Mulliken charges in units of e are:
1 C -0.639
2 H 0.291
3 O -0.340
4 C -0.934
5 C -0.542
6 N 0.222
7 C -1.273
8 H 0.359
9 C -0.251
10 N 0.072
11 C 0.416
12 O -0.713
13 C 0.716
14 C -2.028
15 N 0.493
16 C 0.717
17 O -0.698
18 C -1.176
19 C -0.672
20 H 0.398
21 H 0.439
22 H 0.424
23 H 0.350
24 C -0.881
25 H 0.273
26 H 0.558
27 C -1.277
28 C 0.283
29 C -0.007
30 C -0.796
31 C 0.406
32 C -0.756
33 C -0.225
34 H 0.411
35 H 0.418
36 Cl -0.228
37 H 0.416
38 H 0.438
39 H 0.434
40 H 0.386
41 H 0.536
42 H 0.464
43 H 0.596
44 C -0.720
45 C -1.032
46 H 0.372
47 H 0.456
48 H 0.302
49 H 0.484
50 H 0.116
51 H 0.418
52 H 0.398
53 H 0.310
54 H 0.487
55 H 0.356
56 H 0.489
57 H 0.239
58 H 0.245

# 2
Computed, not measured: a structure of composition C32H39F3IN2O5SSiTa at a distorted geometry, with the ωB97M-V functional and the def2-TZVPD basis.

Element x y z (Å)
Ta (-1.06, -0.53, 0.34)
O (-0.90, -1.15, -3.63)
C (-0.77, -1.38, -2.47)
O (-1.42, -0.78, -1.49)
C (0.20, -2.41, -1.94)
C (0.90, -3.28, -2.76)
C (1.78, -4.18, -2.17)
C (1.94, -4.17, -0.79)
C (1.21, -3.25, -0.05)
N (0.36, -2.40, -0.61)
H (0.74, -3.23, -3.83)
H (2.35, -4.86, -2.78)
H (2.60, -4.86, -0.30)
H (1.32, -3.16, 1.03)
F (7.39, 3.48, -1.90)
C (6.60, 2.89, -2.79)
F (7.33, 1.97, -3.43)
F (6.26, 3.82, -3.70)
C (5.37, 2.29, -2.17)
C (5.14, 2.40, -0.80)
C (3.98, 1.89, -0.25)
C (3.04, 1.26, -1.08)
C (3.29, 1.12, -2.45)
C (4.45, 1.64, -2.99)
C (1.85, 0.75, -0.52)
C (0.83, 0.31, -0.02)
H (5.86, 2.89, -0.17)
H (3.79, 1.96, 0.81)
H (2.57, 0.63, -3.09)
H (4.65, 1.56, -4.05)
I (1.61, 2.58, 5.08)
C (0.18, 2.71, 3.54)
C (-0.39, 3.94, 3.20)
C (-1.30, 3.96, 2.16)
C (-1.58, 2.78, 1.48)
N (-1.02, 1.61, 1.80)
C (-0.17, 1.58, 2.82)
H (-0.13, 4.83, 3.74)
H (-1.78, 4.88, 1.86)
H (-2.27, 2.80, 0.65)
H (0.26, 0.61, 3.08)
C (-5.54, -3.06, 4.35)
C (-4.19, -3.57, 3.88)
C (-4.13, -5.09, 3.79)
C (-3.06, -3.03, 4.74)
O (-4.04, -3.09, 2.51)
Si (-3.16, -2.17, 1.58)
S (-1.07, -1.99, 2.22)
O (-3.09, -2.57, 0.01)
C (-3.53, -3.70, -0.80)
C (-2.41, -4.73, -0.76)
C (-3.74, -3.16, -2.22)
C (-4.83, -4.29, -0.28)
O (-3.37, -0.53, 1.44)
C (-4.61, 0.21, 1.13)
C (-4.81, 1.21, 2.28)
C (-4.39, 0.91, -0.21)
C (-5.80, -0.73, 1.02)
H (-5.73, -3.37, 5.37)
H (-6.34, -3.46, 3.73)
H (-5.57, -1.97, 4.30)
H (-4.20, -5.52, 4.78)
H (-3.20, -5.40, 3.33)
H (-4.96, -5.47, 3.20)
H (-3.21, -3.34, 5.77)
H (-3.04, -1.95, 4.71)
H (-2.10, -3.41, 4.40)
H (-1.52, -4.34, -1.26)
H (-2.71, -5.65, -1.24)
H (-2.16, -4.95, 0.28)
H (-2.86, -2.64, -2.58)
H (-4.58, -2.47, -2.24)
H (-3.95, -3.99, -2.89)
H (-4.68, -4.80, 0.67)
H (-5.20, -5.01, -1.01)
H (-5.59, -3.53, -0.16)
H (-3.90, 1.78, 2.46)
H (-5.06, 0.68, 3.19)
H (-5.62, 1.89, 2.04)
H (-3.57, 1.62, -0.17)
H (-5.29, 1.45, -0.49)
H (-4.19, 0.18, -0.99)
H (-5.99, -1.25, 1.95)
H (-5.63, -1.45, 0.23)
H (-6.69, -0.15, 0.76)

Properties
relative energy (zero: lowest compared OMol25 entry of this formula, charge and spin): 2.036 eV
E_HOMO: -14.117 eV
multiplicity: 1
total charge: +2
HOMO-LUMO gap: 6.4 eV

For reference, the Mulliken charges in units of e are:
1 Ta 1.497
2 O -0.554
3 C -0.429
4 O -0.633
5 C 0.998
6 C -0.671
7 C -0.591
8 C -0.777
9 C -0.574
10 N 0.453
11 H 0.596
12 H 0.527
13 H 0.516
14 H 0.512
15 F -0.269
16 C 0.781
17 F -0.238
18 F -0.237
19 C 0.285
20 C -0.511
21 C -0.857
22 C 0.391
23 C -0.531
24 C -0.984
25 C 0.883
26 C 0.090
27 H 0.498
28 H 0.540
29 H 0.522
30 H 0.425
31 I 0.170
32 C -0.650
33 C -0.120
34 C -1.099
35 C -0.352
36 N 0.390
37 C -0.175
38 H 0.457
39 H 0.490
40 H 0.406
41 H 0.459
42 C -1.600
43 C 1.667
44 C -1.622
45 C -1.646
46 O 0.521
47 Si -0.814
48 S -0.859
49 O 0.673
50 C 1.289
51 C -1.234
52 C -1.506
53 C -1.584
54 O 0.309
55 C 1.699
56 C -1.565
57 C -1.197
58 C -1.521
59 H 0.517
60 H 0.314
61 H 0.301
62 H 0.487
63 H 0.341
64 H 0.333
65 H 0.532
66 H 0.346
67 H 0.345
68 H 0.174
69 H 0.500
70 H 0.204
71 H 0.139
72 H 0.363
73 H 0.486
74 H 0.307
75 H 0.593
76 H 0.306
77 H 0.260
78 H 0.317
79 H 0.450
80 H -0.064
81 H 0.607
82 H 0.133
83 H 0.287
84 H 0.181
85 H 0.600

# 3
Computed, not measured: an isolated molecule of C4H12N2 at a distorted geometry, with the ωB97M-V functional and the def2-TZVPD basis.

Element x y z (Å)
C (1.32, -0.60, -1.17)
C (0.78, -0.19, 0.23)
C (-0.73, -0.20, 0.46)
C (-1.40, 1.15, 0.45)
N (-1.13, 1.86, 1.71)
N (1.41, -2.02, -1.48)
H (0.72, 0.03, -1.87)
H (2.37, -0.25, -1.26)
H (1.29, -0.87, 0.87)
H (1.24, 0.80, 0.41)
H (-0.83, -0.65, 1.54)
H (-1.21, -0.98, -0.16)
H (-1.01, 1.80, -0.36)
H (-2.48, 1.23, 0.17)
H (-0.64, 1.28, 2.38)
H (-1.98, 2.17, 2.15)
H (0.49, -2.46, -1.63)
H (1.79, -2.10, -2.43)

Properties
relative energy (zero: lowest compared OMol25 entry of this formula, charge and spin): 1.006 eV
E_HOMO: -9.045 eV
multiplicity: 1
SMILES: NCCCCN
total charge: 0
HOMO-LUMO gap: 10.1 eV

For reference, the Mulliken charges in units of e are:
1 C -0.530
2 C -0.655
3 C -0.567
4 C -0.431
5 N -0.566
6 N -0.626
7 H 0.283
8 H 0.373
9 H 0.350
10 H 0.354
11 H 0.263
12 H 0.306
13 H 0.216
14 H 0.299
15 H 0.233
16 H 0.222
17 H 0.232
18 H 0.245